1.
Here is a structure of composition C27H29BrN4S4Tb from OMol25. Energies are from the ωB97M-V functional and the def2-TZVPD basis.

Each line ends with the Löwdin spin population.
CARTESIAN COORDINATES (ANGSTROEM)
Tb  0.29  -0.50  0.44  6.116
S  2.39  -2.06  -0.18  -0.039
C  3.18  -1.06  -1.42  -0.002
C  3.63  -1.63  -2.62  -0.004
C  4.28  -0.88  -3.58  0.000
C  4.52  0.48  -3.37  -0.004
C  4.09  1.06  -2.19  0.001
C  3.41  0.31  -1.24  -0.004
S  2.80  1.03  0.27  -0.016
C  2.17  2.61  -0.35  -0.001
C  1.00  3.09  0.47  0.000
C  0.71  4.45  0.49  0.000
C  -0.29  4.92  1.32  0.000
C  -0.91  4.02  2.18  0.000
C  -0.56  2.68  2.13  0.000
C  -1.04  1.76  3.21  0.000
S  -1.91  0.33  2.54  -0.001
C  -1.55  -0.95  3.70  -0.002
C  -2.63  -1.49  4.42  0.000
C  -2.42  -2.54  5.29  -0.002
C  -1.13  -3.03  5.46  0.000
C  -0.07  -2.48  4.76  -0.003
C  -0.25  -1.43  3.85  -0.002
S  1.16  -0.79  2.98  -0.041
N  0.32  2.21  1.22  0.002
H  3.46  -2.69  -2.77  0.000
H  4.62  -1.35  -4.49  0.000
H  5.05  1.06  -4.10  0.000
H  4.30  2.11  -2.00  0.000
H  1.92  2.49  -1.41  0.000
H  2.95  3.37  -0.31  0.000
H  1.28  5.12  -0.13  0.000
H  -0.54  5.97  1.34  0.000
H  -1.63  4.36  2.91  0.000
H  -1.69  2.29  3.90  0.000
H  -0.16  1.37  3.73  0.000
H  -3.62  -1.08  4.28  0.000
H  -3.25  -2.96  5.84  0.000
H  -0.95  -3.85  6.14  0.000
H  0.93  -2.88  4.89  0.000
N  -1.36  -2.45  0.80  0.003
C  -2.81  -2.30  0.49  0.000
C  -3.01  -1.97  -0.99  0.000
C  -3.05  -0.50  -1.36  0.000
N  -2.05  0.34  -0.64  -0.007
H  -1.01  -3.26  0.29  0.001
H  -1.25  -2.68  1.79  0.001
H  -3.21  -1.51  1.13  0.000
H  -3.34  -3.21  0.74  0.000
H  -3.95  -2.42  -1.33  0.000
H  -2.23  -2.48  -1.56  0.000
H  -4.04  -0.09  -1.18  0.000
H  -2.85  -0.39  -2.43  0.000
H  -2.46  0.61  0.24  0.000
H  -1.93  1.20  -1.15  0.000
Br  0.11  -3.23  -2.67  0.000
C  0.30  -1.43  -3.21  0.000
C  0.45  -1.21  -4.57  0.000
C  0.58  0.09  -5.02  0.000
C  0.52  1.13  -4.10  0.000
C  0.36  0.80  -2.78  0.001
N  0.28  -0.45  -2.31  0.003
H  0.47  -2.05  -5.25  0.000
H  0.71  0.29  -6.08  0.000
H  0.60  2.16  -4.40  0.000
H  0.29  1.58  -2.03  0.000

As for the charge: +1. The highest occupied orbital energy (alpha / beta) is -9.91 / -9.89 eV. For the energy relative to the best compared isomer or geometry (same formula, charge and spin), the calculation gives 235.1 kJ/mol. For the strongest force on any atom, the calculation gives 0.0108 hartree/bohr. For the frontier orbital gap (alpha / beta), the calculation gives 6.29 / 7.33 eV. The value obtained for the LUMO energy (alpha / beta) is -3.62 / -2.57 eV. Its spin multiplicity is 7.

2.
Here is a structure of composition C21H43Br12FINbO3PS2 in a non-equilibrium geometry from OMol25. Energies are from the ωB97M-V functional and the def2-TZVPD basis.

Each line ends with the Mulliken charge.
CARTESIAN COORDINATES (ANGSTROEM)
C  -3.07  -0.10  3.07  -0.644
C  -1.83  0.38  3.23  0.670
C  -0.67  0.28  2.31  -1.467
Nb  -0.55  1.79  0.55  -0.377
S  -2.59  2.92  1.15  -0.282
I  1.82  0.41  -0.13  -0.323
C  -0.08  3.12  -1.19  -0.306
C  -1.07  4.18  -1.67  0.234
C  -1.16  5.42  -0.80  -1.233
F  -2.34  3.67  -1.94  -0.365
C  0.80  2.94  1.98  -0.994
C  -0.01  3.71  2.96  0.596
C  0.77  4.98  3.73  -1.055
O  -0.42  4.93  2.67  -0.304
P  -1.82  -0.10  -0.83  0.492
O  -3.28  -0.49  -0.20  -0.541
O  -0.99  -1.51  -0.75  -0.541
S  -1.96  0.34  -2.71  -0.262
H  -3.27  -1.01  2.51  0.142
H  -3.90  0.42  3.50  0.211
H  -1.64  0.91  4.16  0.002
H  0.23  0.44  2.90  0.522
H  -0.61  -0.74  1.94  0.506
H  -2.69  2.94  2.48  0.146
H  0.16  2.48  -2.04  0.083
H  0.84  3.66  -0.96  0.405
H  -0.70  4.53  -2.64  0.333
H  -2.03  5.41  -0.16  0.315
H  -0.24  5.58  -0.25  0.276
H  -1.28  6.28  -1.46  0.361
H  1.39  2.26  2.59  0.564
H  1.39  3.68  1.45  0.443
H  -0.68  3.14  3.61  0.230
H  0.52  5.99  4.05  0.405
H  0.37  4.54  4.69  0.176
H  -3.22  -1.31  0.29  0.300
H  -1.07  -1.93  0.12  0.324
Br  4.89  1.18  -5.38  -0.182
C  3.51  0.73  -4.07  -0.469
C  2.55  1.86  -3.86  -0.218
Br  3.29  3.26  -2.74  -0.135
H  4.02  0.44  -3.17  0.386
H  2.99  -0.13  -4.49  0.134
H  1.68  1.49  -3.30  -0.043
H  2.22  2.33  -4.78  0.500
Br  -0.16  -0.57  8.92  -0.156
C  -2.00  -0.73  8.28  -0.138
C  -2.16  -0.16  6.90  -0.637
Br  -2.20  1.79  6.91  -0.171
H  -2.63  -0.25  9.02  0.137
H  -2.20  -1.80  8.27  0.136
H  -3.12  -0.46  6.48  0.360
H  -1.37  -0.45  6.21  0.421
Br  -2.32  0.45  -6.11  -0.134
C  -3.72  1.78  -5.88  -0.423
C  -5.05  1.15  -5.60  -0.530
Br  -5.85  0.39  -7.21  -0.183
H  -3.72  2.39  -6.78  0.407
H  -3.40  2.38  -5.03  0.141
H  -5.76  1.89  -5.25  0.378
H  -4.98  0.34  -4.88  0.325
Br  -3.38  -4.42  9.29  -0.135
C  -4.79  -3.96  10.55  -0.550
C  -5.41  -2.62  10.25  -0.603
Br  -4.28  -1.14  10.80  -0.111
H  -4.35  -4.00  11.54  0.372
H  -5.53  -4.75  10.44  0.333
H  -6.33  -2.50  10.82  0.340
H  -5.62  -2.48  9.20  0.380
Br  5.25  -4.03  -6.12  -0.130
C  3.68  -4.65  -5.15  -0.583
C  2.81  -3.51  -4.70  -0.700
Br  3.56  -2.58  -3.17  -0.057
H  4.03  -5.25  -4.32  0.377
H  3.13  -5.28  -5.85  0.365
H  1.84  -3.87  -4.37  0.396
H  2.66  -2.76  -5.48  0.383
Br  10.83  -6.00  -9.43  -0.143
C  9.43  -6.38  -8.13  -0.599
C  8.54  -5.19  -7.90  -0.458
Br  9.40  -3.84  -6.79  -0.113
H  9.93  -6.71  -7.23  0.385
H  8.86  -7.20  -8.55  0.352
H  7.65  -5.49  -7.35  0.177
H  8.25  -4.70  -8.82  0.375

As for the charge: -1. The highest occupied orbital energy is -5.16 eV. For the energy relative to the best compared isomer or geometry (same formula, charge and spin), the calculation gives 0.0 kJ/mol. For the strongest force on any atom, the calculation gives 0.0492 hartree/bohr. For the frontier orbital gap, the calculation gives 6.11 eV. The value obtained for the LUMO energy is 0.94 eV.